Entry 1
The following is a DFT calculation (ωB97M-V/def2-TZVPD) of a 2-piece molecular cluster, C3H10NO3 overall.

Last column: natural (NBO) charge in e.
Atoms and positions in Å:
O (0.362, 0.267, -1.565)  -0.633
O (2.143, 1.510, 0.139)  -0.974
O (-0.049, -1.851, -2.170)  -0.645
N (-0.031, 0.525, 1.466)  -0.695
C (-1.264, 0.096, 0.714)  -0.217
C (-0.157, -0.802, -1.366)  0.808
C (-1.012, -1.115, -0.162)  -0.550
H (-0.268, 1.274, 2.118)  0.437
H (0.503, -1.611, -2.935)  0.515
H (0.365, -0.248, 1.996)  0.430
H (-2.029, -0.141, 1.448)  0.234
H (1.983, 1.515, -0.815)  0.516
H (-0.561, -1.954, 0.378)  0.254
H (2.839, 2.155, 0.310)  0.508
H (-1.971, -1.494, -0.515)  0.281
H (0.715, 0.923, 0.836)  0.487
H (-1.567, 0.953, 0.123)  0.243

The total charge is +1. The value obtained for the orbital gap is 11.7364 eV. The LUMO energy comes out at -3.23 eV.



Entry 2
The following is a DFT calculation (ωB97M-V/def2-TZVPD) of a 2-piece molecular cluster, C3H10NO3 overall.

Last column: natural (NBO) charge in e.
Atoms and positions in Å:
O (-1.283, -1.231, 0.482)  -0.655
O (0.670, -0.514, 1.389)  -0.559
O (1.449, -1.683, -1.083)  -1.000
N (0.859, 1.168, -0.844)  -0.691
C (-0.275, -0.396, 0.674)  0.798
C (-0.574, 0.805, -0.280)  -0.114
C (-1.352, 2.001, 0.172)  -0.647
H (0.906, 2.124, -1.202)  0.434
H (2.194, -1.531, -1.681)  0.497
H (1.028, 0.616, -1.690)  0.451
H (1.512, -2.419, -0.478)  0.510
H (1.530, 1.009, -0.078)  0.467
H (-0.998, 0.339, -1.190)  0.243
H (-2.354, 1.920, -0.199)  0.265
H (-0.796, 2.902, -0.096)  0.230
H (-1.184, -2.050, 0.989)  0.518
H (-1.333, 2.161, 1.240)  0.254

The total charge is +1. The value obtained for the orbital gap is 11.7276 eV. The LUMO energy comes out at -3.51 eV.



Relative energies, kcal/mol: entry 1 0.0; entry 2 28.9.



Entry 1
The following is a DFT calculation (ωB97M-V/def2-TZVPD) of an isolated ion of composition C8H17N4 and charge +1.

Last column: natural (NBO) charge in e.
Atoms and positions in Å:
N (0.282, -0.671, -2.017)  -0.055
N (-0.515, -0.509, -1.074)  -0.063
N (-1.584, -1.206, 0.756)  -0.615
N (1.755, 0.192, -0.494)  -0.553
C (0.536, 1.567, 2.519)  -0.620
C (2.710, -0.949, -2.457)  -0.644
C (-2.825, 0.115, -1.190)  -0.618
C (1.568, -0.088, -1.905)  0.025
C (-1.161, -0.156, 1.734)  -0.207
C (-1.787, -0.923, -0.693)  0.070
C (0.721, 0.716, 0.174)  0.247
C (0.360, 0.304, 1.610)  -0.312
H (-3.674, -0.405, -1.560)  0.246
H (-0.247, 1.401, 3.419)  0.234
H (1.503, 0.718, -2.687)  0.261
H (-1.842, 0.648, 1.516)  0.204
H (-1.463, -2.110, 0.943)  0.385
H (-1.965, -1.889, -1.228)  0.226
H (2.254, -0.523, 0.011)  0.403
H (3.299, -1.431, -1.701)  0.230
H (0.470, 1.681, -0.365)  0.227
H (0.086, 2.429, 1.987)  0.223
H (-3.046, 0.624, -0.246)  0.232
H (1.004, -0.538, 1.903)  0.226
H (-1.365, -0.445, 2.765)  0.243
H (1.672, 1.727, 2.880)  0.253
H (2.336, -1.976, -2.848)  0.260
H (-2.397, 0.650, -2.073)  0.235
H (3.418, -0.458, -3.176)  0.259

The total charge is +1. The value obtained for the orbital gap is 9.2398 eV. The LUMO energy comes out at -3.74 eV. As for the SMILES: C[C@@H]1/C=[NH+]/[C@@H](C)/N=N/[C@H](C)NC1.



Entry 2
The following is a DFT calculation (ωB97M-V/def2-TZVPD) of a 2-piece molecular cluster, C8H17N4 overall.

Last column: natural (NBO) charge in e.
Atoms and positions in Å:
N (-0.090, -1.692, -2.141)  -0.687
N (-1.370, 0.790, 1.015)  -0.470
N (0.961, 0.198, 0.773)  -0.504
N (-0.348, 0.667, -1.077)  -0.479
C (0.536, 0.479, -2.042)  0.041
C (-2.829, 0.618, 2.865)  -0.688
C (-0.211, 0.575, 0.288)  0.511
C (-1.741, 0.132, 2.014)  0.220
C (0.400, 0.861, -3.534)  -0.653
C (1.746, 0.768, 1.711)  0.225
C (-0.680, -2.104, -0.952)  -0.246
C (2.949, -0.019, 2.072)  -0.709
H (-1.723, -2.138, -0.946)  0.202
H (-3.706, 0.004, 2.705)  0.252
H (1.529, 0.478, -1.782)  0.202
H (-2.560, 0.469, 3.948)  0.247
H (0.796, 1.936, -3.648)  0.250
H (3.162, -0.748, 1.227)  0.242
H (0.854, -1.879, -2.520)  0.416
H (-1.270, -0.876, 2.223)  0.172
H (-3.147, 1.672, 2.718)  0.251
H (-0.611, -1.506, -2.923)  0.389
H (-0.631, 0.969, -3.901)  0.223
H (0.023, -2.231, -0.140)  0.210
H (0.934, 0.150, -4.058)  0.223
H (3.876, 0.510, 2.366)  0.252
H (1.680, 1.701, 2.318)  0.209
H (-1.308, 0.952, -1.436)  0.436
H (2.778, -0.737, 2.857)  0.262

The total charge is +1. The value obtained for the orbital gap (spin up / spin down) is 6.6249 / 6.3872 eV. The LUMO energy (spin up / spin down) comes out at -3.75 / -3.65 eV.



Relative energies, kcal/mol: entry 1 0.0; entry 2 18.6.